{
  "formula": "C30H23Cl2N8O6SSn",
  "method": "the ωB97M-V functional and the def2-TZVPD basis",
  "species": ["Sn", "Cl", "C", "C", "C", "N", "C", "O", "C", "C", "C", "C", "C", "N", "C", "C", "C", "Cl", "N", "C", "O", "C", "C", "C", "C", "C", "N", "H", "H", "H", "H", "H", "H", "H", "H", "H", "H", "C", "N", "C", "C", "N", "C", "S", "H", "H", "H", "H", "H", "H", "H", "H", "N", "C", "H", "O", "C", "O", "C", "C", "C", "C", "C", "C", "N", "O", "O", "H", "H", "H", "H"],
  "xyz": [[0.918373, 0.193619, -0.547930], [-4.469507, 2.863581, -4.042963], [-2.855987, 2.461970, -3.640791], [-2.540043, 1.193306, -3.360746], [-1.173820, 0.829183, -3.038797], [-0.768057, -0.357780, -2.785706], [-1.492531, -1.511615, -3.095032], [-2.183125, -1.626321, -4.079009], [-1.277038, -2.668434, -2.155111], [-1.729257, -3.921363, -2.536162], [-1.542167, -4.981644, -1.664126], [-0.929429, -4.743350, -0.445010], [-0.513828, -3.453221, -0.149837], [-0.676325, -2.430463, -0.986542], [-0.137712, 1.920968, -3.000713], [-0.566181, 3.273235, -3.266217], [-1.843167, 3.531015, -3.583059], [-2.320679, 5.139331, -3.896635], [1.064306, 1.540684, -2.727277], [2.209431, 2.304765, -2.988511], [2.292180, 3.164412, -3.832413], [3.423771, 1.872268, -2.207072], [4.659713, 2.363732, -2.583742], [5.787586, 1.893622, -1.929666], [5.632373, 0.956186, -0.922701], [4.353224, 0.536617, -0.587087], [3.266208, 0.991900, -1.213032], [-3.291589, 0.420770, -3.401177], [-2.205138, -4.041332, -3.498874], [-1.870710, -5.976964, -1.933168], [-0.770574, -5.539643, 0.269140], [-0.028412, -3.228472, 0.793261], [0.154444, 4.072474, -3.219819], [4.715488, 3.079601, -3.390843], [6.770670, 2.247428, -2.210580], [6.483812, 0.552043, -0.393385], [4.182230, -0.178385, 0.205838], [-4.157667, 3.308804, 1.077950], [-3.886034, 1.928988, 0.743721], [-4.882931, 0.885339, 0.980188], [-4.188374, -0.387090, 0.468136], [-2.997843, 0.160286, -0.181555], [-2.821147, 1.471134, 0.081187], [-1.461123, 2.361837, -0.372143], [-5.101241, 3.620867, 0.626410], [-3.353192, 3.929195, 0.693701], [-4.224354, 3.433792, 2.159784], [-5.801463, 1.112084, 0.435388], [-5.120052, 0.825996, 2.042092], [-4.800545, -0.940321, -0.240794], [-3.914936, -1.053104, 1.287398], [-2.213798, -0.412026, -0.449030], [1.629628, 3.161946, 1.767025], [1.514533, 2.384147, 0.921779], [1.723704, 3.827536, 2.507291], [0.613494, -0.258402, 1.807597], [1.613365, -1.016666, 1.794523], [2.283496, -1.212237, 0.730145], [2.025737, -1.714961, 3.048859], [2.938369, -2.764632, 3.009826], [3.290245, -3.425707, 4.177433], [2.744241, -3.033496, 5.390144], [1.851654, -1.977323, 5.403500], [1.473934, -1.312541, 4.256469], [1.271478, -1.547628, 6.695143], [1.565769, -2.188857, 7.679988], [0.537995, -0.580996, 6.684773], [3.364606, -3.053613, 2.058162], [3.991851, -4.248061, 4.146087], [2.996998, -3.529174, 6.315965], [0.765072, -0.498841, 4.298349]],
  "forces_ev_per_angstrom": [[0.014, -0.063, 0.173], [-0.088, 0.070, -0.007], [0.248, 0.340, -0.003], [0.112, -0.065, 0.013], [-0.220, 0.413, -0.001], [0.474, -0.347, -0.327], [-0.163, 0.068, 0.349], [0.069, 0.012, -0.118], [0.035, 0.055, 0.047], [-0.001, -0.037, -0.034], [-0.012, -0.007, 0.001], [0.019, -0.022, 0.007], [-0.010, 0.058, -0.027], [-0.053, 0.098, 0.098], [-0.428, 0.143, -0.124], [0.148, -0.178, -0.097], [-0.284, -0.221, -0.110], [-0.073, 0.072, -0.014], [0.503, -0.096, -0.345], [-0.196, 0.184, 0.315], [-0.073, -0.101, -0.026], [-0.160, -0.091, -0.018], [0.049, 0.016, -0.037], [0.003, -0.024, 0.033], [-0.015, 0.041, 0.008], [0.012, 0.163, -0.006], [0.056, -0.303, 0.026], [0.004, -0.015, -0.001], [-0.007, 0.001, 0.010], [-0.001, 0.014, 0.015], [0.008, 0.008, -0.010], [-0.004, -0.005, 0.008], [0.049, 0.027, -0.018], [-0.008, 0.000, 0.000], [-0.008, -0.007, 0.008], [-0.003, 0.004, -0.004], [-0.009, -0.022, -0.026], [0.010, -0.008, 0.009], [0.019, 0.056, -0.044], [0.040, 0.027, -0.008], [0.098, 0.036, 0.021], [0.004, -0.070, -0.074], [-0.084, -0.213, 0.127], [-0.086, 0.009, 0.240], [0.009, 0.002, -0.004], [0.009, 0.008, 0.005], [-0.004, -0.014, -0.010], [0.014, 0.008, -0.036], [-0.033, 0.020, 0.007], [-0.023, 0.002, -0.006], [0.032, 0.007, -0.009], [0.077, -0.076, 0.055], [0.055, 0.000, -0.049], [0.025, -0.059, 0.062], [-0.026, 0.014, 0.006], [0.014, 0.059, -0.016], [-0.030, -0.117, 0.135], [-0.073, 0.148, -0.110], [-0.008, -0.047, -0.059], [0.035, 0.026, -0.005], [0.010, -0.003, -0.024], [0.017, -0.037, 0.033], [-0.010, -0.002, 0.020], [-0.087, 0.065, 0.012], [0.010, -0.018, 0.012], [0.021, -0.015, -0.013], [-0.013, 0.022, -0.042], [-0.013, -0.012, 0.010], [-0.005, 0.011, 0.004], [0.008, 0.008, -0.002], [-0.001, -0.020, -0.003]],
  "total_charge": 1,
  "multiplicity": 1,
  "e_lumo_ev": -4.69,
  "orbital_gap_ev": 6.002,
  "energy_ha": -3579.12968,
  "e_above_lowest_kcal_mol": 19.6
}


{
  "formula": "C51H64Ge2IrN8O2PSSe",
  "method": "the ωB97M-V functional and the def2-TZVPD basis",
  "species": ["Ir", "O", "S", "O", "N", "C", "C", "C", "C", "C", "C", "C", "C", "N", "C", "C", "C", "C", "C", "C", "C", "H", "H", "H", "H", "H", "H", "H", "H", "H", "H", "H", "Se", "N", "C", "C", "C", "C", "C", "C", "N", "H", "H", "H", "H", "N", "P", "N", "C", "C", "C", "C", "C", "N", "C", "C", "C", "C", "C", "N", "C", "C", "C", "C", "C", "H", "H", "H", "H", "H", "H", "H", "H", "H", "H", "H", "H", "H", "H", "H", "H", "H", "H", "H", "H", "H", "H", "H", "H", "H", "H", "H", "H", "H", "H", "C", "Ge", "C", "C", "Ge", "C", "C", "C", "C", "C", "C", "C", "C", "C", "C", "C", "C", "H", "H", "H", "H", "H", "H", "H", "H", "H", "H", "H", "H", "H", "H", "H", "H", "H", "H", "H"],
  "xyz": [[-0.655637, 0.558369, 0.028719], [-1.998865, 4.509605, 1.636498], [-1.461051, 3.803565, 0.510908], [-0.045945, 3.834638, 0.250444], [-1.903200, 2.206645, 0.513493], [-3.188113, 1.842536, 1.002228], [-4.170852, 2.656081, 1.534675], [-5.405148, 2.132667, 1.973136], [-5.685374, 0.802693, 1.911059], [-4.697484, -0.072823, 1.420833], [-4.883981, -1.471376, 1.369240], [-3.886338, -2.276942, 0.920350], [-2.674825, -1.699933, 0.508664], [-2.463514, -0.405662, 0.532143], [-3.454651, 0.443448, 0.982401], [-2.195411, 4.596703, -0.900646], [-1.381406, 5.489042, -1.590412], [-1.928514, 6.261902, -2.605711], [-3.279342, 6.160761, -2.907728], [-4.087657, 5.272222, -2.207144], [-3.552575, 4.488276, -1.197030], [-3.982190, 3.709649, 1.651472], [-6.143154, 2.817035, 2.376101], [-6.634229, 0.403377, 2.253748], [-5.831078, -1.888665, 1.697511], [-4.000154, -3.352184, 0.880031], [-1.870041, -2.312334, 0.135768], [-0.332034, 5.564058, -1.331057], [-1.295586, 6.943741, -3.161377], [-3.708328, 6.781688, -3.684941], [-5.142109, 5.194793, -2.444142], [-4.181194, 3.787913, -0.666535], [-1.240532, 2.249152, -2.918382], [-0.037864, 1.575302, -1.798202], [1.157665, 1.763664, -2.340135], [2.407597, 1.371827, -1.773545], [3.529981, 1.658256, -2.463982], [3.509038, 2.318618, -3.746365], [2.352876, 2.693782, -4.324427], [1.129910, 2.424328, -3.626928], [-0.061398, 2.735945, -4.097799], [2.424336, 0.863296, -0.819715], [4.490291, 1.387750, -2.040503], [4.445719, 2.512313, -4.254222], [2.319676, 3.189721, -5.286394], [0.365121, -0.982239, -0.411909], [0.416838, -2.377782, -1.172458], [0.408542, -3.637192, -0.118725], [0.191483, -3.537405, 1.335594], [1.360950, -4.151473, 2.085073], [1.579454, -5.599657, 1.661549], [1.836005, -5.663277, 0.160797], [0.696192, -5.002295, -0.601838], [-0.822758, -2.591912, -2.255029], [-1.500467, -3.866936, -2.518631], [-3.006160, -3.673861, -2.644448], [-3.340348, -2.610021, -3.683161], [-2.619872, -1.309941, -3.345874], [-1.118043, -1.553350, -3.250543], [1.789061, -2.580477, -2.051230], [1.861171, -2.938514, -3.467682], [2.787447, -1.991358, -4.212178], [4.177180, -2.032099, -3.577543], [4.097918, -1.699181, -2.087785], [3.098210, -2.593431, -1.372062], [-0.728444, -4.076694, 1.606662], [0.070526, -2.493477, 1.606305], [1.170339, -4.086073, 3.151580], [2.261663, -3.564701, 1.874960], [0.686710, -6.188151, 1.905768], [2.416080, -6.037444, 2.207065], [1.924904, -6.697871, -0.178965], [2.775986, -5.155152, -0.067564], [-0.202234, -5.620322, -0.485715], [0.933654, -4.957650, -1.665372], [-1.289474, -4.558897, -1.713015], [-1.115901, -4.308814, -3.449448], [-3.412429, -3.369881, -1.673776], [-3.460486, -4.630496, -2.909423], [-4.418682, -2.451172, -3.731854], [-3.014212, -2.951989, -4.672371], [-2.981232, -0.917302, -2.385291], [-2.813665, -0.557132, -4.111440], [-0.585664, -0.648851, -2.974844], [-0.756549, -1.864471, -4.240507], [0.865350, -2.938602, -3.897250], [2.255180, -3.961494, -3.555587], [2.378105, -0.975999, -4.152350], [2.832834, -2.276742, -5.265914], [4.849068, -1.335786, -4.083577], [4.597819, -3.036259, -3.704974], [3.780860, -0.666338, -1.965295], [5.075848, -1.809314, -1.614751], [2.966569, -2.272572, -0.339213], [3.481446, -3.621293, -1.361381], [4.100940, 0.434676, 1.279643], [3.005010, 1.985524, 1.803097], [3.274164, 3.465321, 0.550737], [3.622808, 2.501224, 3.580203], [0.646115, 1.248755, 2.031163], [0.652083, -0.302716, 3.245531], [-0.555783, -0.851455, 3.698274], [-0.589475, -1.717823, 4.783285], [0.594770, -2.085803, 5.413884], [1.805409, -1.605306, 4.935786], [1.832178, -0.720140, 3.859468], [-0.148608, 2.576191, 3.235836], [-1.315657, 2.308833, 3.957938], [-1.866662, 3.263165, 4.802780], [-1.251106, 4.500124, 4.946866], [-0.094566, 4.782749, 4.233267], [0.438959, 3.833393, 3.372333], [4.662252, 0.661636, 0.368616], [3.496305, -0.459307, 1.112741], [4.822164, 0.225524, 2.075285], [4.122530, 3.251122, -0.101692], [3.478792, 4.382422, 1.107472], [2.382198, 3.615926, -0.055875], [4.690612, 2.725409, 3.491702], [3.492312, 1.681178, 4.287289], [3.105554, 3.378717, 3.962523], [-1.490909, -0.576964, 3.217168], [-1.538986, -2.099378, 5.144767], [0.573135, -2.754380, 6.267194], [2.733127, -1.901989, 5.412894], [2.788141, -0.332740, 3.524813], [-1.809551, 1.350644, 3.866896], [-2.775896, 3.040810, 5.349198], [-1.677386, 5.245802, 5.607137], [0.381322, 5.751494, 4.331561], [1.304494, 4.095256, 2.773742]],
  "forces_ev_per_angstrom": [[-1.194, -0.598, -1.440], [0.048, -0.127, 0.044], [-0.160, -0.240, -0.151], [0.201, -0.326, 0.152], [-0.696, 0.431, 0.011], [0.672, -0.131, -0.033], [-0.069, -0.039, 0.090], [0.121, 0.295, -0.023], [-0.083, -0.185, 0.040], [0.165, -0.001, -0.109], [-0.233, 0.050, 0.111], [0.156, -0.158, -0.184], [0.007, -0.333, -0.053], [0.635, 0.899, 1.172], [-0.087, -0.068, -0.039], [-0.156, 0.229, 0.028], [-0.054, -0.074, -0.042], [0.015, -0.016, -0.038], [-0.010, 0.002, -0.021], [-0.007, -0.029, -0.037], [0.226, -0.055, -0.106], [-0.050, 0.045, -0.017], [0.087, 0.000, -0.034], [0.099, 0.031, -0.056], [0.084, 0.046, 0.001], [0.027, 0.038, -0.029], [0.033, -0.054, 0.092], [-0.090, -0.001, -0.032], [-0.049, -0.005, 0.060], [0.028, -0.050, 0.015], [0.052, 0.002, 0.005], [-0.022, 0.043, 0.029], [-0.960, -0.015, 0.115], [0.894, 0.339, 0.515], [0.326, -0.001, -0.152], [-0.394, 0.130, -0.042], [0.270, 0.248, -0.288], [0.303, -0.158, 0.271], [-0.284, 0.036, -0.023], [0.388, -0.089, -0.014], [0.015, 0.013, -0.079], [-0.040, -0.046, 0.011], [0.003, 0.029, -0.070], [0.007, -0.026, 0.086], [-0.055, -0.038, 0.063], [0.289, -0.119, 0.273], [-0.044, 0.020, -0.191], [-0.157, -0.234, 0.363], [-0.014, -0.108, -0.264], [0.064, -0.035, -0.060], [0.031, 0.038, -0.032], [-0.036, 0.014, 0.077], [0.195, 0.161, 0.136], [-0.355, 0.050, -0.068], [-0.016, 0.177, -0.052], [0.007, 0.040, -0.039], [-0.013, -0.002, 0.061], [0.071, 0.064, 0.084], [-0.183, -0.249, 0.117], [0.457, 0.229, -0.142], [0.045, -0.028, 0.144], [0.086, 0.002, 0.031], [-0.028, 0.077, 0.024], [-0.018, -0.071, -0.054], [-0.174, -0.008, -0.242], [-0.007, 0.061, -0.043], [-0.021, 0.125, -0.033], [-0.035, 0.063, 0.203], [-0.010, 0.015, 0.043], [0.048, -0.002, 0.017], [-0.023, -0.020, 0.023], [0.032, 0.029, -0.006], [-0.017, -0.042, 0.004], [-0.003, 0.000, 0.025], [-0.052, -0.022, 0.002], [-0.047, 0.022, -0.011], [0.035, -0.004, 0.000], [0.011, -0.040, -0.037], [-0.021, 0.002, 0.025], [0.015, -0.005, -0.041], [-0.053, 0.009, 0.017], [0.009, -0.005, -0.090], [-0.012, 0.057, -0.006], [0.113, 0.130, 0.024], [0.024, 0.019, 0.004], [0.008, -0.032, 0.011], [-0.009, -0.019, 0.014], [0.012, -0.013, -0.031], [0.005, 0.026, 0.025], [0.013, -0.030, 0.002], [0.012, 0.038, -0.023], [0.051, -0.118, 0.024], [0.018, 0.005, 0.010], [-0.044, -0.016, 0.046], [-0.054, -0.017, 0.005], [0.099, -0.043, -0.103], [-0.188, -0.165, -0.289], [-0.056, 0.076, 0.018], [0.070, 0.008, 0.118], [0.191, 0.083, 0.504], [-0.273, -0.312, -0.114], [0.153, -0.030, 0.059], [0.009, -0.056, -0.124], [0.026, -0.047, -0.054], [-0.001, 0.047, -0.021], [-0.095, -0.034, 0.097], [-0.417, 0.129, -0.216], [0.089, 0.162, 0.049], [0.085, -0.015, -0.062], [0.053, -0.024, -0.029], [-0.010, -0.032, 0.046], [-0.058, -0.043, 0.024], [-0.029, -0.078, 0.053], [0.042, 0.023, -0.015], [-0.069, -0.029, -0.094], [-0.028, 0.056, 0.055], [-0.025, -0.043, -0.044], [0.068, 0.075, 0.007], [-0.075, -0.015, 0.052], [0.027, 0.092, 0.016], [0.033, -0.034, 0.009], [0.052, -0.047, 0.012], [0.067, 0.014, -0.036], [0.000, 0.049, -0.048], [-0.050, 0.014, -0.031], [-0.031, -0.060, 0.015], [-0.016, 0.039, 0.019], [0.028, 0.005, -0.013], [0.018, -0.026, -0.021], [-0.026, -0.036, -0.013], [-0.035, 0.020, 0.009]],
  "total_charge": 1,
  "s2": 0.7609,
  "multiplicity": 2,
  "e_lumo_ev": [-3.63, -3.61],
  "orbital_gap_ev": [6.364, 6.267],
  "energy_ha": -9969.32192,
  "e_above_lowest_kcal_mol": 0.0
}